Entry 1:
The following is a quantum chemistry calculation of 2 unconnected molecules or ions with the total composition C8H16N2, from the OMol25 dataset.

```
26
Properties=species:S:1:pos:R:3:forces:R:3
C 0.79969 -2.36493 -1.50332 -1.1 0.8 0.3
C 1.40776 -1.50614 -0.39531 1.3 -0.4 -0.5
C 1.61719 -0.05204 -0.65344 -0.9 0.2 -0.2
C 1.21289 0.70938 -1.72008 0.1 -1.0 0.7
N 1.63163 1.98105 -1.42722 -0.1 1.1 -1.1
C 2.26689 1.96982 -0.24548 0.6 -2.6 1.4
N 2.25765 0.73484 0.25838 0.0 0.3 -0.3
H 1.00730 -3.41467 -1.30917 0.2 0.0 -0.3
H 1.10082 -2.01587 -2.49317 0.5 -0.4 0.1
H -0.28411 -2.25783 -1.51863 -0.2 -0.1 0.1
H 0.96210 -1.63640 0.58870 -0.2 -0.2 -0.1
H 2.42277 -1.90081 -0.33185 0.2 0.0 0.5
H 0.68814 0.36540 -2.59604 -0.1 0.6 -0.1
H 1.44708 2.77202 -2.01979 0.2 0.1 0.1
H 2.98189 2.56357 0.29362 -0.5 1.5 -0.7
C -1.66823 0.84826 2.53362 0.5 -0.6 0.7
C -2.43154 0.72566 1.20600 -0.5 0.7 0.3
C -1.92514 -0.35368 0.24909 0.6 -0.2 0.4
H -0.80196 0.18115 2.57308 0.2 0.2 -0.3
H -2.24001 0.49501 3.40022 -0.3 0.2 -0.2
H -1.31521 1.84358 2.80870 -0.1 0.0 -0.3
H -3.46516 0.54980 1.51019 -0.1 -0.1 -0.4
H -2.45241 1.70173 0.71870 0.1 0.0 -0.1
H -0.99247 -0.71846 0.67351 0.0 -0.4 0.0
H -2.61942 -1.18443 0.14246 0.0 -0.1 0.0
H -1.60815 -0.03599 -0.74277 -0.4 0.4 -0.1
```
Positions in Å, forces in eV/Å.

The value obtained for the molar mass is 140.23 Da. The orbital gap comes out at 0.3466 Eh. Its energy above the lowest of the compared OMol25 structures with the same formula, charge and spin is 93.4 kJ/mol. Its SMILES is CCc1c[nH]cn1.CCC. For the HOMO energy, the calculation gives -8.57 eV.



Entry 2:
The following is a quantum chemistry calculation of a single C5H11FN2 molecule, from the OMol25 dataset.

```
19
Properties=species:S:1:pos:R:3:forces:R:3
C 1.60860 -0.04013 1.13090 0.7 0.1 0.2
C 0.90772 -0.06849 -0.18990 -0.3 0.0 0.2
F 1.86237 -0.12207 -1.20581 0.2 -0.1 -0.2
C -0.10681 1.03071 -0.58805 0.2 0.0 -0.5
N -0.86448 1.49234 0.56438 1.7 0.0 1.0
C -0.90783 -0.06165 -1.34951 -0.1 0.0 0.2
C -0.16544 -1.14071 -0.49823 0.1 0.1 -0.5
N -0.82967 -1.64009 0.67686 -0.7 -0.3 0.3
H 2.30402 0.82906 1.17274 -0.4 -0.5 0.0
H 0.89293 0.02740 1.94696 0.0 0.0 0.0
H 2.18756 -0.97172 1.28351 -0.3 0.5 -0.2
H 0.33362 1.83286 -1.20740 -0.1 -0.2 0.2
H -1.65749 1.98395 0.24794 -1.1 0.8 -0.3
H -0.28278 2.13096 1.14550 -0.7 -0.6 -0.6
H -0.64967 -0.12217 -2.40826 0.0 0.1 0.1
H -1.99797 -0.02342 -1.23337 0.2 0.0 0.0
H 0.23988 -1.98122 -1.06263 0.0 0.0 0.0
H -1.58278 -2.28634 0.41824 0.5 0.2 0.0
H -1.29180 -0.86926 1.15613 0.2 0.0 0.0
```
Positions in Å, forces in eV/Å.

The value obtained for the molar mass is 118.16 Da. The orbital gap comes out at 0.3684 Eh. Its energy above the lowest of the compared OMol25 structures with the same formula, charge and spin is 30.3 kJ/mol. Its SMILES is C[C@]1(F)[C@H](N)C[C@@H]1N. For the HOMO energy, the calculation gives -9.02 eV.



Entry 3:
The following is a quantum chemistry calculation of a molecular structure, C10H28N2O3Rb, from the OMol25 dataset.

```
44
Properties=species:S:1:pos:R:3:forces:R:3
Rb 1.64733 -0.04925 -0.81382 13.9 -9.2 -2.4
C 0.27397 0.78463 2.41505 -0.2 -0.6 1.0
C -0.30872 1.04407 1.06248 0.9 2.2 3.6
O 0.78410 1.25682 0.15484 -6.6 10.3 9.1
H 0.59937 -0.25195 2.50291 -0.3 0.8 0.2
H -0.44716 0.93845 3.21780 -0.1 0.2 -0.1
H 1.15280 1.40349 2.59602 -0.1 0.2 0.1
H -0.90419 1.95414 1.13518 -0.3 -0.1 -0.2
H -0.94600 0.27461 0.62670 1.0 -0.4 3.2
H 1.18761 2.10190 0.36610 -0.1 0.7 0.5
C 2.19161 -1.59778 2.92358 0.0 -1.1 -0.8
C 2.06369 -1.81582 1.37218 0.2 0.4 1.4
C 0.61465 -1.75885 0.89041 -1.1 -0.7 0.4
O 0.45742 -2.18571 -0.43847 0.7 -1.6 0.0
C -0.81180 -1.88623 -1.06836 6.2 -3.7 4.7
N 2.92680 -0.76720 0.81855 3.5 -1.7 3.7
H 2.12545 -0.55461 3.23268 0.0 -0.3 -0.2
H 3.19111 -1.92238 3.21294 -0.1 -0.3 0.1
H 1.42008 -2.20065 3.40252 0.2 0.1 0.4
H 2.43257 -2.80505 1.10117 0.0 -0.2 0.2
H 0.15976 -0.77308 0.98759 0.6 -1.3 -0.1
H 0.00328 -2.40152 1.52390 0.1 -0.2 0.4
H -1.51757 -2.63094 -0.70041 -0.5 -0.1 -0.4
H -0.65737 -1.89693 -2.14732 2.3 -2.1 1.6
H -1.16939 -0.90577 -0.75382 2.0 -0.5 2.2
H 3.61293 -0.54866 1.52676 0.4 -0.2 0.1
H 3.44362 -1.14807 0.03885 0.5 -0.1 0.1
C -1.74899 -0.67687 -2.54551 -4.9 2.9 -3.4
C -0.84949 0.54235 -2.41032 -0.7 0.2 -0.6
C -1.21008 1.34055 -1.13407 -0.6 0.5 -2.3
O -2.45723 1.95289 -1.26176 -1.6 0.9 -0.1
C -2.70011 3.16894 -0.49875 0.8 -0.4 0.0
N 0.52839 0.02231 -2.42115 -6.5 1.2 -10.5
H -1.70944 -1.32399 -1.66929 -6.0 3.2 -4.6
H -1.51300 -1.28528 -3.41858 -0.1 0.1 -0.3
H -2.78054 -0.33478 -2.62903 -0.2 0.4 -0.6
H -0.94198 1.27536 -3.21172 -0.7 -0.3 -0.4
H -0.45285 2.11258 -0.99742 -0.5 0.0 -0.3
H -1.20889 0.64039 -0.29868 -1.3 1.6 -3.6
H -3.61218 3.70369 -0.76384 -0.1 -0.7 -0.6
H -1.88910 3.88383 -0.63763 0.3 0.0 -0.2
H -2.78171 3.01231 0.57685 0.0 -0.5 0.1
H 0.64234 -0.48726 -3.28570 -0.4 -0.3 -0.8
H 1.15876 0.79537 -2.57961 -0.5 0.5 -1.0
```
Positions in Å, forces in eV/Å.

The value obtained for the molar mass is 309.81 Da. The orbital gap comes out at 0.3019 Eh. Its energy above the lowest of the compared OMol25 structures with the same formula, charge and spin is 1915.9 kJ/mol. Its total charge is +1. For the HOMO energy, the calculation gives -11.20 eV.



Entry 4:
The following is a quantum chemistry calculation of a single C4H11NO molecule, from the OMol25 dataset.

```
17
Properties=species:S:1:pos:R:3:forces:R:3
C -1.64507 1.10467 0.82662 0.1 0.8 -0.5
C -0.62890 0.42343 -0.08592 -0.5 -0.3 -0.3
N -1.23634 -0.05175 -1.34706 0.8 0.0 0.4
C 0.06391 -0.72228 0.62712 1.2 0.2 0.5
C 1.48098 -1.01809 0.10434 -0.8 -0.3 -0.1
O 2.22679 0.17794 -0.00798 0.3 0.2 -0.3
H -1.17019 1.64011 1.64934 0.1 -0.3 0.2
H -2.34283 0.35889 1.19848 -0.2 0.1 0.2
H -2.18705 1.90167 0.28420 0.0 -0.5 0.1
H 0.13553 1.12202 -0.39640 0.2 0.3 0.1
H -2.12564 -0.49304 -1.16631 -0.2 0.1 -0.2
H -1.32565 0.74447 -1.95759 -0.5 -0.1 -0.2
H 0.19396 -0.48213 1.69053 -0.3 0.0 -0.1
H -0.49325 -1.64979 0.55969 -0.3 -0.1 0.0
H 1.98001 -1.68438 0.81216 0.0 -0.1 -0.1
H 1.38240 -1.53230 -0.85691 0.2 0.1 0.0
H 2.76848 0.12173 -0.80200 0.0 0.1 0.2
```
Positions in Å, forces in eV/Å.

The value obtained for the molar mass is 89.14 Da. The orbital gap comes out at 0.3759 Eh. Its energy above the lowest of the compared OMol25 structures with the same formula, charge and spin is 82.1 kJ/mol. Its SMILES is C[C@H](N)CCO. For the HOMO energy, the calculation gives -9.20 eV.